128
Properties=species:S:1:pos:R:3 method="wB97M-V/def2-TZVPD" e_above_lowest_kcal_mol=72.54 e_tot_ha=-6513.88309 charge=-1 homo_energy_ev=-5.168 lumo_energy_ev=1.498 orbital_gap_ev=6.67
H -0.63 -3.79 -7.05
O 4.22 2.72 5.87
S -1.98 3.91 -1.82
F 0.55 4.56 -2.08
H 5.33 4.97 4.09
H 1.06 -0.56 4.52
H -0.68 -4.04 -1.31
H -0.82 -3.66 -5.28
C 1.72 0.54 9.33
H -1.34 3.94 4.87
H 2.08 -6.32 -3.03
H 3.74 -2.38 -4.98
C 4.44 4.77 4.69
C -2.59 -4.15 -0.39
H 1.06 -2.35 4.03
H 5.77 -1.67 -8.50
H 1.92 -1.13 0.98
C 3.98 2.53 3.51
H 3.20 -0.92 -8.28
H -0.03 2.73 5.03
H 2.91 0.77 11.10
O -1.86 3.53 -3.28
C 3.98 -2.05 -3.97
H -2.04 3.53 7.43
C -1.13 -0.53 2.64
C 1.88 0.94 10.78
H 6.94 -0.78 -7.52
C -1.76 2.48 7.28
F 0.21 2.56 -1.21
H -2.42 1.85 7.88
H 1.30 -7.79 -2.38
H -6.78 2.23 0.52
F 0.78 4.40 2.47
C 0.85 -0.84 1.09
H 3.61 0.76 -4.26
H 1.61 1.99 10.90
H -3.70 1.65 -3.42
H 4.02 -2.92 -3.31
O 5.09 0.09 -6.08
H 2.40 -0.08 -5.27
H -1.01 -0.03 -6.49
C -0.22 3.86 -1.16
O -0.92 -5.70 -2.74
H 6.22 0.01 -8.93
H 2.33 2.33 8.34
O 1.06 -1.38 -6.17
H 2.86 0.41 -7.17
C -5.19 0.69 -0.04
H 4.95 -1.55 -3.96
H -5.71 0.26 -0.95
O 0.95 -0.34 9.00
C 1.21 -1.29 3.68
O -2.68 1.24 5.48
C 4.21 3.29 4.80
C -5.80 1.40 2.40
H -1.15 -6.59 -5.06
C -0.03 -1.91 -6.24
H -6.38 2.23 2.88
H 3.83 1.48 3.74
H 1.21 0.33 11.40
H -0.16 -8.00 -4.63
F 1.68 2.97 1.10
C -1.92 2.11 5.82
C -4.88 4.34 0.71
C -1.97 -0.13 1.48
H -3.01 0.16 1.73
Ta -3.63 2.22 -0.78
H 0.79 -3.87 -6.00
F -1.07 5.23 0.72
C 0.31 -0.89 2.48
H -1.53 -2.50 -1.20
C 0.52 3.60 1.37
H -3.35 -5.85 -1.44
C -0.05 -6.38 -3.24
C 0.01 4.56 0.23
H -2.97 2.44 0.92
H 4.60 5.18 5.69
C 2.70 0.16 -4.26
H 3.57 5.25 4.25
C 6.03 -0.69 -8.11
H 3.65 0.76 -8.71
C 2.91 -1.11 -3.48
C 4.91 -0.16 -7.25
F 1.01 5.51 0.08
H -2.92 -0.40 -1.62
Br -6.36 -0.27 3.36
H -3.59 -5.90 0.31
C -0.19 -3.40 -6.14
H 3.62 1.11 8.53
H -2.05 -3.70 -2.40
H -0.73 2.32 7.59
C 0.08 -0.45 -0.08
C 3.57 0.03 -7.90
H -1.31 2.51 3.82
C -6.31 1.29 0.90
C -1.09 2.88 4.82
C -1.28 -1.09 -6.43
N -4.45 1.96 -2.80
O -2.55 5.30 -1.82
H -4.72 -0.20 0.47
H -7.14 0.53 0.93
O 2.25 -1.36 -2.49
C 1.21 -6.71 -2.49
C -1.42 -0.06 0.06
H 1.90 0.74 -3.79
C -0.19 -6.91 -4.64
N -5.02 3.92 -0.50
H 1.18 -6.26 -1.50
C -2.24 0.41 -1.22
C 2.56 1.27 8.32
H 2.35 0.88 7.32
H -4.70 1.55 2.48
H 4.85 2.64 2.86
H -1.95 -1.24 -5.59
S -4.70 4.83 2.26
F -0.46 2.76 1.78
C -2.89 -5.62 -0.48
H -1.97 -6.20 -0.36
H 0.62 -0.43 -1.07
O -3.08 -3.45 0.45
H 3.09 2.92 3.02
H -1.54 -0.54 3.68
H 2.29 -1.22 3.38
H -1.77 -1.38 -7.36
H -1.56 0.69 -2.07
C -1.65 -3.56 -1.40
H 0.61 -6.52 -5.27
H -5.14 1.21 -2.82

115
Properties=species:S:1:pos:R:3 method="wB97M-V/def2-TZVPD" e_above_lowest_kcal_mol=53.44 e_tot_ha=-3120.57717 charge=-2 homo_energy_ev=-0.728 lumo_energy_ev=3.635 orbital_gap_ev=4.36
C -1.63 2.10 3.66
C 4.72 -4.57 -1.78
H 0.66 -5.37 -1.02
C 0.89 3.65 -1.84
H -3.35 3.32 3.13
C -0.20 -4.72 -0.82
S -2.66 1.05 -3.59
C 3.13 -1.43 -2.61
Sr -0.73 1.64 -1.23
C -0.17 1.92 3.23
H 5.53 -2.04 -3.98
O -0.86 1.08 1.11
C 5.66 -2.72 -3.13
H -0.40 6.02 -2.37
H 1.96 -4.56 -2.53
H 4.96 1.27 5.74
H 4.10 -3.80 -5.10
N -3.99 -0.99 0.75
H -1.30 3.68 5.15
H -2.57 -3.78 -1.55
C -0.48 -3.76 -2.00
N -4.93 -2.00 0.35
C 4.12 1.05 5.07
H -3.32 -0.76 0.01
C 1.92 0.42 0.33
H 3.02 0.36 0.37
H 2.24 2.36 6.56
H -1.27 2.03 5.82
H 1.30 1.17 -2.98
C -2.35 0.75 3.66
H 3.43 -5.13 -4.16
C 2.21 2.01 3.76
H 0.64 2.69 5.03
C 1.94 -0.75 -2.37
H 3.49 1.20 2.24
C 0.09 1.34 1.94
C -1.75 2.68 5.08
O -0.37 -0.75 -1.96
H 0.13 -5.20 -3.54
H -7.28 -2.80 -1.91
H 4.50 0.54 4.19
C -2.37 3.07 2.71
C 2.46 1.41 2.53
H -0.69 3.57 0.46
H -1.59 -5.26 -3.11
H -5.38 -1.24 -2.99
H 4.82 -4.01 -0.85
N 1.50 1.16 -0.88
H -0.96 -3.94 -4.11
H -5.83 0.45 -0.76
H -7.20 -0.32 -1.54
H 3.86 4.23 3.74
H 5.18 -5.05 -4.43
C 0.88 2.24 4.07
H -4.36 -2.82 0.18
N -0.60 4.05 -1.62
H -7.03 -0.43 0.23
H 3.91 -5.29 -1.65
H 2.69 2.94 -0.75
C 3.17 -2.82 -2.69
H -1.81 4.00 2.60
S -3.69 2.25 -1.02
H -7.36 -2.91 -0.13
C 0.74 -2.86 -2.23
H -1.92 0.09 4.42
H -4.50 -0.13 0.93
C 1.96 -3.48 -2.49
C -3.84 1.97 -2.73
C -0.96 5.09 -2.56
H 6.55 -3.32 -3.32
C -4.83 -1.66 -2.14
H -0.74 4.75 -3.57
H 5.65 -5.13 -1.95
H -3.41 0.88 3.89
H 1.25 2.97 0.27
H 4.03 -0.84 -2.73
H -1.73 4.88 -0.06
C 1.46 1.06 1.63
H -3.97 -1.01 -1.99
C -1.78 -3.03 -1.67
H 0.05 5.14 0.07
H -2.28 0.25 2.69
H 5.20 3.52 4.66
H 3.77 3.24 6.62
C 2.90 3.01 5.99
H 1.00 3.19 -2.83
C -6.69 -2.89 -1.00
C 0.69 -1.43 -2.18
C -5.71 -1.72 -0.89
H 1.52 -0.59 0.25
H 3.45 0.36 5.58
H 2.99 1.13 -2.38
C -6.49 -0.42 -0.72
H -2.07 -2.33 -2.46
H -1.71 -2.45 -0.75
C 4.28 -4.45 -4.24
C 1.62 2.69 -0.71
H -1.07 -5.35 -0.64
H 1.49 4.57 -1.81
C 3.37 2.34 4.69
C 1.98 0.74 -2.23
H 2.37 3.94 5.78
H 0.01 -4.15 0.09
S -5.22 2.53 -3.53
H -6.15 -3.84 -1.03
H -2.03 5.27 -2.48
C 4.36 3.29 4.00
H 5.84 -2.12 -2.24
C -0.75 4.43 -0.21
H -2.52 2.62 1.73
H 4.76 2.86 3.09
H -4.47 -2.65 -2.41
C -0.73 -4.59 -3.27
C 4.44 -3.62 -2.96
H -2.80 2.77 5.34